Record 1
Here is C26H43Cl2N2OPPm as an isolated structure in a non-equilibrium geometry from OMol25. Energies are from wB97M-V/def2-TZVPD.

M (g/mol): 646.52
Highest occupied orbital energy (alpha / beta) (eV): -1.3 / -1.4
Kohn-Sham gap (alpha / beta) (eV): 2.82 / 2.87
Largest force on an atom (Eh/bohr): 0.093

Structure (ORCA input):
```
! RIJCOSX wB97M-V def2-TZVPD def2/J DEFGRID3
* xyz -1 5
P -0.160 1.022 -0.970
C -1.809 0.396 -1.522
C -2.337 1.053 -2.800
C -3.791 0.610 -3.036
C -3.928 -0.917 -3.053
C -3.331 -1.588 -1.810
C -1.884 -1.143 -1.557
C 1.267 0.327 -1.917
C 1.193 0.502 -3.433
C 2.523 0.044 -4.056
C 2.885 -1.396 -3.665
C 2.836 -1.646 -2.149
C 1.547 -1.131 -1.498
C -0.090 2.866 -0.945
C -1.224 3.439 -0.063
C -1.137 4.971 0.045
C 0.228 5.456 0.544
C 1.371 4.860 -0.286
C 1.282 3.330 -0.409
H -2.465 0.715 -0.683
H -1.710 0.763 -3.658
H -2.300 2.150 -2.709
H -4.164 1.042 -3.972
H -4.411 1.022 -2.228
H -4.988 -1.186 -3.138
H -3.417 -1.306 -3.945
H -3.931 -1.330 -0.925
H -3.372 -2.678 -1.915
H -1.527 -1.556 -0.601
H -1.244 -1.535 -2.364
H 2.128 0.926 -1.557
H 3.316 0.720 -3.706
H 1.009 1.555 -3.691
H 0.363 -0.096 -3.843
H 2.478 0.146 -5.147
H 3.891 -1.628 -4.037
H 2.191 -2.084 -4.168
H 2.950 -2.719 -1.949
H 3.691 -1.146 -1.671
H 1.628 -1.195 -0.401
H 0.706 -1.777 -1.798
H -0.229 3.150 -2.005
H -2.215 3.153 -0.450
H -1.133 2.998 0.944
H -1.327 5.397 -0.950
H -1.929 5.332 0.710
H 0.356 5.183 1.601
H 0.270 6.551 0.499
H 2.336 5.129 0.157
H 1.347 5.292 -1.296
H 2.100 2.967 -1.047
H 1.425 2.884 0.589
Pm 0.253 -0.905 3.625
Cl 2.347 0.316 2.904
Cl -1.358 0.996 3.153
C -0.728 -2.339 1.901
H -1.712 -2.381 1.419
C 0.127 -3.440 1.779
C 1.562 -3.229 1.970
C 2.444 -4.300 1.984
C 1.991 -5.612 1.786
C 0.616 -5.852 1.566
C -0.294 -4.811 1.532
H 1.961 -2.194 2.016
H 3.511 -4.115 2.147
H 0.275 -6.878 1.419
H -1.359 -4.991 1.355
H 2.695 -6.444 1.790
N 1.167 -0.233 7.802
C 0.103 -0.357 6.996
N -1.116 -0.118 7.497
O 0.249 -0.702 5.776
H 1.047 0.027 8.774
H 2.090 -0.348 7.402
H -1.910 -0.123 6.867
H -1.222 0.142 8.469
*
```

---

Record 2
Here is C26H43Cl2NbOPS2 as an isolated structure in a non-equilibrium geometry from OMol25. Energies are from wB97M-V/def2-TZVPD.

M (g/mol): 630.55
Highest occupied orbital energy (eV): -4.3
Kohn-Sham gap (eV): 6.05
Largest force on an atom (Eh/bohr): 0.079

Structure (ORCA input):
```
! RIJCOSX wB97M-V def2-TZVPD def2/J DEFGRID3
* xyz -1 1
C -5.039 0.732 -4.738
O -4.576 -0.587 -4.991
C -3.168 -0.709 -4.952
C -2.726 -1.963 -4.228
C -3.266 -2.110 -2.805
Nb -2.076 -1.089 -1.158
C -0.254 -2.341 -1.604
C 1.066 -1.561 -1.767
C 2.288 -2.474 -1.532
S 2.855 -2.445 0.192
C -1.092 0.314 0.335
C -1.088 1.815 0.062
C -0.531 2.537 1.297
C -0.237 2.241 -1.153
P -4.198 0.443 -0.901
S -4.570 1.017 0.961
C -2.993 -2.504 0.378
Cl -4.722 -2.896 0.159
C -2.453 -3.098 1.414
C -3.147 -4.036 2.331
Cl -0.783 -2.793 1.782
H -5.192 0.863 -3.672
H -5.965 0.858 -5.285
H -4.353 1.497 -5.094
H -2.677 0.141 -4.482
H -2.765 -0.766 -5.965
H -3.101 -2.804 -4.817
H -1.641 -2.014 -4.299
H -3.346 -3.154 -2.513
H -4.280 -1.726 -2.824
H -1.522 0.084 -2.440
H -0.142 -3.202 -0.952
H -0.447 -2.765 -2.590
H 1.127 -1.231 -2.797
H 1.098 -0.668 -1.156
H 3.088 -2.243 -2.227
H 1.967 -3.483 -1.732
H 2.105 -1.501 0.775
H -0.100 -0.033 0.617
H -1.707 0.180 1.229
H -2.088 2.209 -0.073
H -0.556 3.615 1.174
H -1.111 2.289 2.177
H 0.503 2.228 1.422
H 0.461 1.482 -1.486
H 0.340 3.122 -0.885
H -0.881 2.532 -1.972
H -3.984 1.614 -1.678
H -5.353 -0.147 -1.472
H -2.490 -4.355 3.127
H -4.037 -3.587 2.747
H -3.427 -4.923 1.775
C 0.803 4.856 5.923
C -0.525 4.714 6.300
C -1.195 3.524 6.050
C -0.534 2.473 5.430
C 0.794 2.614 5.056
C 1.462 3.806 5.298
H 1.324 5.785 6.114
H -1.040 5.533 6.788
H -2.233 3.416 6.337
H -1.056 1.545 5.236
H 1.308 1.794 4.571
H 2.497 3.917 4.999
C 6.340 -0.361 -0.940
C 7.500 0.355 -1.203
C 8.625 0.171 -0.411
C 8.592 -0.737 0.639
C 7.433 -1.455 0.898
C 6.304 -1.266 0.111
H 5.461 -0.215 -1.554
H 7.527 1.060 -2.025
H 9.528 0.734 -0.612
H 9.471 -0.884 1.255
H 7.407 -2.164 1.716
H 5.392 -1.820 0.311
*
```

---

Record 3
Here is C26H43DyF3O2P2 as an isolated structure in a non-equilibrium geometry from OMol25. Energies are from wB97M-V/def2-TZVPD.

M (g/mol): 669.07
Highest occupied orbital energy (alpha / beta) (eV): -11.0 / -11.0
Kohn-Sham gap (alpha / beta) (eV): 7.65 / 7.82
Largest force on an atom (Eh/bohr): 0.032

Structure (ORCA input):
```
! RIJCOSX wB97M-V def2-TZVPD def2/J DEFGRID3
* xyz 1 6
Dy -1.239 -0.807 1.676
C -2.451 1.246 2.729
C -3.042 1.246 1.418
C -3.681 -0.712 2.481
C -2.847 0.035 3.390
C -3.787 0.032 1.273
C -1.581 2.313 3.293
H -1.252 3.026 2.526
H -0.701 1.881 3.788
H -2.119 2.897 4.055
C -2.459 -0.385 4.770
H -1.619 0.208 5.159
H -2.198 -1.457 4.833
H -3.291 -0.223 5.468
C -4.366 -2.004 2.769
H -5.248 -1.847 3.410
H -3.706 -2.712 3.300
H -4.739 -2.481 1.848
C -4.581 -0.351 0.078
H -5.659 -0.191 0.230
H -4.452 -1.415 -0.152
H -4.302 0.234 -0.807
C -2.987 2.343 0.410
H -3.862 3.024 0.425
H -2.945 1.920 -0.602
H -2.099 2.966 0.556
C 4.840 1.533 -1.852
C 4.308 2.762 -1.821
C 3.999 3.631 -3.006
C 3.640 2.896 -4.322
C 2.576 1.849 -4.207
C 2.739 0.557 -3.894
C 4.032 -0.150 -3.615
C 5.183 0.730 -3.069
H 4.853 4.294 -3.232
H 4.553 2.499 -4.780
H 3.172 4.303 -2.730
H 5.572 1.359 -3.876
H 5.161 1.053 -0.913
H 4.193 3.281 -0.858
H 6.000 0.044 -2.791
H 3.830 -0.967 -2.902
H 1.868 -0.113 -3.929
H 4.402 -0.641 -4.534
H 3.258 3.664 -5.016
H 1.582 2.212 -4.500
P 0.871 0.542 0.458
P -1.091 -1.560 -1.010
C 1.531 -0.405 -1.004
C 0.739 -1.671 -1.378
H 2.571 -0.656 -0.760
H 1.594 0.300 -1.845
H 0.839 -1.889 -2.450
H 1.119 -2.547 -0.826
C -1.703 -3.279 -1.178
H -2.805 -3.266 -1.229
H -1.395 -3.886 -0.310
H -1.302 -3.718 -2.099
C -1.721 -0.849 -2.568
H -1.236 -1.345 -3.416
H -1.510 0.230 -2.611
H -2.806 -1.008 -2.642
C 2.225 0.279 1.680
H 1.974 0.805 2.614
H 3.153 0.692 1.256
H 2.354 -0.795 1.886
C 1.146 2.297 0.067
H 0.357 2.661 -0.607
H 2.126 2.443 -0.406
H 1.109 2.884 0.996
F -2.114 -4.059 4.771
C -1.334 -4.670 3.818
F -0.737 -5.729 4.396
F -2.206 -5.112 2.856
C -0.298 -3.682 3.189
O 0.884 -3.954 3.227
O -0.886 -2.635 2.652
*
```